Record 1
DFT (ωB97M-V/def2-TZVPD) results for C32H27AuN5O2S3 as an isolated structure.

The net charge is +1. The value obtained for the energy relative to the best compared isomer or geometry (same formula, charge and spin) is 0.0 kJ/mol. Its HOMO energy is -9.96 eV.

CARTESIAN COORDINATES (ANGSTROEM)
Au: -0.3633 0.2077 -0.2562
O: 3.9377 -0.5938 -1.0985
C: 4.4847 -0.4425 0.1392
C: 5.8672 -0.5735 0.2375
C: 6.4929 -0.4426 1.4602
C: 5.7475 -0.1778 2.6066
C: 4.3783 -0.0501 2.5097
C: 3.7178 -0.1783 1.2825
C: 2.2398 -0.0432 1.2302
O: 1.7070 -0.0342 0.0182
N: 1.5968 0.0690 2.3431
N: 0.2220 0.1784 2.1906
C: -0.4196 0.2190 3.2896
S: -2.1633 0.4317 3.2559
C: -2.3911 -0.0755 4.9803
C: -1.2152 0.4663 5.7717
S: 0.3150 0.0863 4.8720
H: 2.9837 -0.3959 -0.9923
H: 6.4291 -0.7745 -0.6648
H: 7.5683 -0.5449 1.5222
H: 6.2356 -0.0741 3.5653
H: 3.7781 0.1525 3.3856
H: -2.4372 -1.1623 5.0332
H: -3.3348 0.3416 5.3285
H: -1.1472 -0.0057 6.7510
H: -1.2967 1.5447 5.9035
C: -4.5653 -0.3773 -1.1005
C: -5.0613 0.8844 -0.8172
C: -4.1942 1.8883 -0.4175
C: -2.8308 1.6349 -0.3103
C: -2.3323 0.3588 -0.6037
C: -3.2042 -0.6468 -0.9866
C: -1.8525 2.6546 0.0828
C: -2.2235 3.9278 0.5567
C: -1.2582 4.8182 0.9073
C: 0.1029 4.4900 0.7352
C: 1.1335 5.4099 1.0302
C: 2.4383 5.0835 0.8034
C: 2.7531 3.8280 0.2489
C: 1.7779 2.9124 -0.0383
C: 0.4284 3.2118 0.2288
N: -0.5742 2.3012 -0.0288
H: -5.2371 -1.1687 -1.4060
H: -6.1194 1.0880 -0.9053
H: -4.5900 2.8710 -0.2012
H: -2.8508 -1.6470 -1.1861
H: -3.2680 4.1723 0.6675
H: -1.5214 5.7908 1.3040
H: 0.8616 6.3786 1.4298
H: 3.2269 5.7875 1.0294
H: 3.7848 3.5779 0.0396
H: 2.0373 1.9630 -0.4757
N: 0.1159 -1.4308 -3.1400
C: 0.5466 -2.1255 -2.0968
S: -0.2904 -2.0936 -0.5671
N: 1.5967 -2.9200 -2.2040
C: 2.3108 -3.1747 -3.4273
C: 3.6508 -2.8291 -3.5068
C: 4.3366 -3.0949 -4.6834
C: 3.6861 -3.6833 -5.7584
C: 2.3435 -4.0237 -5.6621
C: 1.6487 -3.7791 -4.4873
H: -0.6847 -0.8304 -3.0278
H: 0.6364 -1.4142 -4.0049
H: 1.9682 -3.2824 -1.3367
H: 4.1348 -2.3475 -2.6661
H: 5.3833 -2.8344 -4.7591
H: 4.2276 -3.8839 -6.6726
H: 1.8397 -4.4964 -6.4939
H: 0.6112 -4.0726 -4.3858



Record 2
DFT (ωB97M-V/def2-TZVPD) results for an isolated ion of composition C7H9N2O2 and charge -1.

Its expectation value of S² is 2.01. The spin multiplicity is 3. The net charge is -1. The value obtained for the energy relative to the best compared isomer or geometry (same formula, charge and spin) is 205.8 kJ/mol. Its HOMO energy (spin up / spin down) is -2.72 / -2.77 eV.

CARTESIAN COORDINATES (ANGSTROEM)
C: -1.0523 0.9062 0.0557
C: 0.1798 0.6987 -0.5362
C: 1.9825 -0.9122 -0.6878
C: 3.2164 -1.2696 -0.6216
C: -1.9269 -0.3375 0.7557
C: 0.6397 1.8441 -1.4227
C: -1.1841 -0.7309 2.0495
N: 0.8704 -0.5018 -0.4406
N: -1.8852 -1.1550 -0.3756
O: -2.9539 -1.2145 -1.0249
O: -1.5477 1.9858 0.2902
H: 3.6603 -2.0637 -1.1976
H: 3.7755 -1.1879 0.2863
H: -2.9278 0.0877 0.8041
H: -0.0849 2.6353 -1.5235
H: 0.9256 1.5309 -2.4693
H: 1.4659 2.2631 -0.8774
H: -1.4494 0.0115 2.7720
H: -0.0842 -0.7933 1.7856
H: -1.6198 -1.7970 2.3778



Record 3
DFT (ωB97M-V/def2-TZVPD) results for a 7-piece molecular cluster, C39H88N4O7 overall.

As for the SMILES: CC1(C)CCCC(C)(C)N1O.CC1(C)CCCC(C)(C)N1O.CC1(C)CCCC(C)(C)N1O.CC1(C)CCCC(C)(C)N1O.CO.CO.CO. The value obtained for the energy relative to the best compared isomer or geometry (same formula, charge and spin) is 328.5 kJ/mol. Its HOMO energy is -8.09 eV.

CARTESIAN COORDINATES (ANGSTROEM)
C: -4.3650 -1.5911 2.3592
C: -4.5428 -1.3799 0.8584
C: -5.9231 -1.9005 0.4442
C: -4.3511 0.0806 0.5745
C: -4.3363 0.3581 -0.9198
C: -3.1742 -0.4346 -1.6225
C: -3.2339 -1.9687 -1.2763
C: -4.3665 -2.6522 -2.0537
C: -1.8532 -2.5601 -1.5837
N: -3.3389 -2.0550 0.1817
O: -3.3862 -3.4865 0.5351
H: -3.2820 -1.4106 2.6139
H: -4.9197 -0.8889 3.0065
H: -4.6962 -2.6245 2.6513
H: -6.2153 -1.4252 -0.4699
H: -5.9089 -2.9961 0.4590
H: -6.6808 -1.6044 1.1917
H: -5.0928 0.6574 1.1315
H: -3.3269 0.2747 0.8917
H: -5.2968 0.0983 -1.3972
H: -4.0842 1.3471 -1.1516
H: -2.2020 -0.0786 -1.2744
H: -3.1938 -0.2459 -2.7311
H: -5.3486 -2.1649 -2.2008
H: -4.6329 -3.6304 -1.6393
H: -3.9737 -3.0056 -3.0340
H: -1.7865 -3.5547 -1.1969
H: -1.0241 -1.9516 -1.2163
H: -1.8034 -2.6535 -2.6805
H: -4.1195 -3.8198 0.0007
C: -2.0949 1.8836 3.6400
C: -1.6592 1.2942 5.0639
C: -2.9023 0.6175 5.7672
C: -0.4674 0.3096 4.8335
C: 0.8593 1.0277 4.4404
C: 1.2421 1.9715 5.5455
C: 0.1443 3.0356 5.7714
C: 0.5414 3.7351 7.1802
C: 0.1684 4.1326 4.7330
N: -1.2376 2.3048 5.9496
O: -2.3254 3.2911 6.1990
H: -2.7171 1.1186 3.1203
H: -2.6628 2.7597 3.7713
H: -1.1814 2.0234 3.0765
H: -2.4842 0.0642 6.6213
H: -3.7242 1.2191 6.1073
H: -3.3261 -0.1463 5.0443
H: -0.3568 -0.1729 5.7509
H: -0.7068 -0.4646 4.1353
H: 1.6779 0.3367 4.2420
H: 0.7351 1.6351 3.5264
H: 2.2698 2.4235 5.3718
H: 1.3074 1.3881 6.4995
H: -0.1386 4.5686 7.3423
H: 1.4871 4.2401 7.0274
H: 0.6034 3.1708 8.0641
H: 0.1449 3.7546 3.7144
H: 1.1843 4.5606 4.8812
H: -0.5331 4.9302 4.9783
H: -2.5058 3.2545 7.1840
C: -1.7709 -0.2562 -7.9060
C: -1.9442 -0.8496 -6.4942
C: -3.4777 -0.7819 -6.1472
C: -1.4559 -2.3189 -6.4424
C: 0.0531 -2.3350 -6.6163
C: 0.7196 -1.5665 -5.4632
C: 0.2624 -0.1003 -5.4327
C: 0.6461 0.3549 -3.9783
C: 1.0168 0.6857 -6.4230
N: -1.2019 -0.0908 -5.4748
O: -1.6559 1.2785 -5.6053
H: -2.1110 0.8016 -7.8482
H: -0.7061 -0.0727 -8.2755
H: -2.4037 -0.9347 -8.5218
H: -4.0443 -1.4590 -6.7232
H: -3.6943 -1.0785 -5.0896
H: -3.8084 0.2582 -6.2059
H: -1.7415 -2.7717 -5.4361
H: -1.9760 -2.9684 -7.2576
H: 0.4395 -3.3158 -6.6478
H: 0.3172 -1.8711 -7.5619
H: 1.8136 -1.6523 -5.6066
H: 0.3936 -2.0113 -4.4919
H: 0.1807 -0.2774 -3.2731
H: 0.4224 1.4154 -3.8774
H: 1.7046 0.2013 -3.8072
H: 1.1556 0.2280 -7.3783
H: 2.0912 0.7493 -6.1386
H: 0.5718 1.6593 -6.5464
H: -1.9605 1.6265 -4.7580
C: 3.4754 3.0915 0.9044
C: 4.2408 2.5078 -0.3645
C: 3.4023 2.8195 -1.5912
C: 5.6138 3.2147 -0.4386
C: 6.5582 2.5564 0.5820
C: 6.6424 1.0650 0.3847
C: 5.3296 0.3918 0.5447
C: 5.4974 -1.0084 -0.0366
C: 4.9572 0.3149 2.0358
N: 4.3604 1.0437 -0.3613
O: 3.0524 0.5458 -0.0409
H: 3.2445 4.0898 0.6557
H: 2.5625 2.4406 1.2074
H: 4.0164 3.2689 1.8059
H: 3.3569 3.9103 -1.8363
H: 3.8360 2.3660 -2.4424
H: 2.3686 2.5017 -1.4784
H: 5.9405 3.1312 -1.5266
H: 5.5644 4.2800 -0.2323
H: 7.5713 2.8605 0.4619
H: 6.3721 2.7669 1.6067
H: 7.4277 0.6172 1.0797
H: 7.0179 0.8288 -0.6483
H: 4.5533 -1.5701 -0.1132
H: 6.3235 -1.4978 0.5046
H: 5.8267 -0.8671 -1.0938
H: 5.2453 1.2277 2.6031
H: 5.4576 -0.5566 2.5369
H: 3.9341 0.0558 2.2959
H: 3.0939 -0.3600 -0.4116
C: 1.6961 -3.5621 -0.4499
O: 2.2932 -2.6355 0.3635
H: 2.2326 -4.5333 -0.4185
H: 0.6313 -3.7624 -0.1456
H: 1.6267 -3.2457 -1.5503
H: 1.8392 -2.6069 1.2543
C: 1.2019 -4.0872 3.2568
O: 1.2318 -2.7117 2.8867
H: 2.1737 -4.5158 3.0354
H: 0.8111 -4.1610 4.2913
H: 0.4952 -4.5659 2.6269
H: 0.3105 -2.3759 2.8549
C: -0.0768 -0.2373 1.1508
O: -1.0359 -1.1398 1.7168
H: 0.3050 -0.6352 0.1704
H: -0.5410 0.7558 1.0759
H: 0.8583 -0.0597 1.6582
H: -1.6141 -1.5036 1.0234



Record 4
DFT (ωB97M-V/def2-TZVPD) results for an isolated molecule of C4H6O4.

As for the SMILES: O=COCCOC=O. The value obtained for the energy relative to the best compared isomer or geometry (same formula, charge and spin) is 140.9 kJ/mol. Its HOMO energy is -10.94 eV.

CARTESIAN COORDINATES (ANGSTROEM)
O: 0.5822 -1.6229 -2.2309
C: 0.0708 -0.5188 -2.3579
O: 0.2156 0.5021 -1.5024
C: 0.9097 0.1296 -0.2550
C: -0.0446 -0.6186 0.6653
O: -1.2487 0.1332 0.8894
C: -1.1093 1.1132 1.8299
O: -0.0821 1.3961 2.4759
H: -0.5219 -0.2601 -3.2272
H: 1.2451 1.0366 0.2602
H: 1.7839 -0.5272 -0.3774
H: -0.2432 -1.5511 0.1960
H: 0.4670 -0.8766 1.5965
H: -2.0244 1.6645 2.0376



Record 5
DFT (ωB97M-V/def2-TZVPD) results for C12H47HgN4O16 as an isolated structure.

The net charge is +1. Its HOMO energy is -11.30 eV.

CARTESIAN COORDINATES (ANGSTROEM)
Hg: 4.5375 20.3839 0.6962
C: 7.0383 21.9653 3.9252
C: 6.8030 22.3634 2.4737
O: 6.5633 21.3341 1.5437
H: 7.0457 22.8113 4.6125
H: 8.0393 21.5695 4.0972
H: 6.3118 21.2530 4.3162
H: 7.6199 23.0333 2.2056
H: 5.9104 22.9621 2.6550
C: 1.7555 21.8672 5.1922
C: 3.3197 22.0445 4.9935
O: 3.4293 23.4055 4.7121
O: 1.3381 22.3074 6.5212
H: 1.5227 20.8097 5.3171
H: 1.1914 22.2925 4.3621
H: 3.6306 21.4321 4.1471
H: 3.9179 21.7102 5.8411
H: 3.1369 23.8641 5.5032
H: 1.6161 21.6793 7.1919
C: 8.9431 18.8439 3.1289
C: 7.9592 17.6225 2.9448
O: 8.4588 16.6350 2.1205
O: 9.0053 19.6750 2.0008
H: 9.9946 18.6667 3.3550
H: 8.6255 19.5854 3.8620
H: 7.0555 17.8860 2.3953
H: 7.6013 17.2288 3.8961
H: 8.4769 16.9079 1.2003
H: 8.3068 20.3328 2.0332
C: 9.8138 20.6608 6.5554
C: 8.7870 20.5399 7.7665
O: 8.7496 21.7253 8.5677
O: 11.1480 20.6902 7.0515
H: 9.8163 21.6202 6.0379
H: 9.8199 19.8441 5.8336
H: 9.0720 19.7155 8.4202
H: 7.7904 20.2194 7.4629
H: 8.2537 22.3676 8.0547
H: 11.2068 21.4507 7.6344
C: 9.1602 26.1529 3.1112
C: 9.5450 25.3406 4.3408
O: 8.8814 25.7274 5.4741
O: 7.8874 25.9051 2.6017
H: 9.7684 25.9623 2.2270
H: 9.2442 27.2245 3.2922
H: 10.5796 25.6083 4.5554
H: 9.3593 24.2990 4.0790
H: 9.1937 26.5872 5.7653
H: 8.0164 25.6675 1.6806
C: 4.9965 18.5223 6.4077
O: 4.0192 19.1352 5.9771
N: 6.2197 18.6912 5.9228
N: 5.0050 17.5608 7.2429
H: 7.0567 18.1447 6.0674
H: 6.2351 19.3744 5.1791
H: 4.2354 17.3670 7.8677
H: 5.9196 17.1468 7.3531
C: 5.5242 25.8241 6.4082
O: 4.4182 25.8812 6.9843
N: 6.5193 26.5251 6.8281
N: 5.8339 25.2539 5.2570
H: 6.3179 27.0095 7.6911
H: 7.4326 26.2355 6.5085
H: 5.2252 24.6073 4.7759
H: 6.7812 25.2883 4.9083
O: 7.2715 22.7851 -1.4304
H: 6.3815 22.4746 -1.5971
H: 7.4682 22.4849 -0.5431
O: 4.2807 25.0785 1.8695
H: 4.4498 25.8459 2.4161
H: 4.4674 24.3323 2.4391
O: 4.5136 18.9518 2.6331
H: 3.7870 18.3309 2.5807
H: 4.5493 19.2021 3.5563
O: 3.5061 22.4140 1.3783
H: 2.7009 22.6730 1.8262
H: 3.5867 23.0327 0.6524
O: 7.5237 25.7272 -0.1506
H: 7.2377 25.8571 -1.0548
H: 7.2064 24.8536 0.0784



Record 6
DFT (ωB97M-V/def2-TZVPD) results for a 2-piece molecular cluster, C2H5F2N overall.

As for the SMILES: C=C(F)F.N. The value obtained for the energy relative to the best compared isomer or geometry (same formula, charge and spin) is 178.0 kJ/mol. Its HOMO energy is -9.69 eV.

CARTESIAN COORDINATES (ANGSTROEM)
C: 0.6793 -0.9588 -0.0612
C: 1.5717 -0.0990 -0.4819
F: 1.2740 1.0755 -1.1181
F: 2.9290 -0.0487 -0.2425
H: -0.3790 -0.7687 -0.1545
H: 1.1941 -1.6080 0.5806
N: -1.6967 0.4389 0.3597
H: -2.6581 0.1040 0.6266
H: -1.4915 0.8156 -0.5781
H: -1.4228 1.0492 1.0694



Record 7
DFT (ωB97M-V/def2-TZVPD) results for an isolated molecule of C5H11NO.

As for the SMILES: CC[C@@H](C)NC=O. The value obtained for the energy relative to the best compared isomer or geometry (same formula, charge and spin) is 101.6 kJ/mol. Its HOMO energy is -9.69 eV.

CARTESIAN COORDINATES (ANGSTROEM)
C: -1.8709 -0.6486 -1.0684
C: -1.3293 0.2890 0.0011
C: 0.1994 0.3573 -0.0064
C: 0.7129 1.4921 0.8886
N: 0.7093 -0.9933 0.3627
C: 2.0332 -1.2559 -0.1113
O: 3.0330 -0.7304 0.3105
H: -1.5583 -0.3083 -2.0635
H: -1.4721 -1.6552 -0.9096
H: -2.9650 -0.6859 -1.0567
H: -1.7495 1.2951 -0.1267
H: -1.6401 -0.0524 0.9997
H: 0.5507 0.5556 -1.0293
H: 0.3743 2.4564 0.4934
H: 0.3137 1.4126 1.9099
H: 1.8054 1.5167 0.9348
H: 0.7504 -1.0247 1.3834
H: 2.1030 -2.0203 -0.9121



Record 8
DFT (ωB97M-V/def2-TZVPD) results for C48H43AsN3O5PS3SbSr as an isolated structure.

Its expectation value of S² is 0.79. The spin multiplicity is 2. The net charge is -2. Its HOMO energy (spin up / spin down) is -0.11 / -2.44 eV.

CARTESIAN COORDINATES (ANGSTROEM)
Sr: -0.5218 1.1161 -2.7800
O: -4.0920 2.0806 0.6108
C: -3.4781 3.0502 1.3047
C: -4.0153 3.5545 2.4883
C: -3.3380 4.5211 3.2133
C: -2.1064 4.9736 2.7596
C: -1.5858 4.4638 1.5782
C: -2.2468 3.5050 0.8052
C: -1.6176 3.0519 -0.4779
O: -2.0784 1.9254 -1.1131
N: -0.6458 3.8003 -0.8973
N: -0.1726 3.4754 -2.1292
C: 0.8009 4.2339 -2.6361
C: 1.0858 4.1545 -4.0167
C: 2.2239 4.8078 -4.5784
C: 2.4510 4.7443 -5.9220
C: 1.5592 4.0277 -6.7475
C: 0.4822 3.4166 -6.1226
N: 0.2177 3.4563 -4.8238
H: -4.9874 1.8540 0.8902
H: -4.9730 3.1730 2.8260
H: -3.7692 4.9095 4.1295
H: -1.5502 5.7219 3.3115
H: -0.6332 4.8212 1.2114
H: 1.3172 4.9573 -2.0061
H: 2.8954 5.3399 -3.9132
H: 3.3197 5.2402 -6.3438
H: 1.6981 3.9541 -7.8178
H: -0.2332 2.8474 -6.7142
C: 5.5542 -4.4381 -2.3906
O: 4.9198 -3.2895 -1.8812
C: 4.0032 -2.6575 -2.6877
C: 3.8307 -3.0182 -4.0414
C: 2.9028 -2.2931 -4.7577
C: 2.1382 -1.2531 -4.2202
C: 1.2536 -0.4993 -5.1098
C: 1.0425 -0.9260 -6.5460
O: 0.6756 0.5157 -4.7317
C: 2.2813 -0.9214 -2.8128
O: 1.5636 -0.0698 -2.2035
C: 3.2801 -1.6560 -2.0997
H: 6.1366 -4.8527 -1.5702
H: 6.2265 -4.1963 -3.2199
H: 4.8261 -5.1817 -2.7270
H: 4.4014 -3.8051 -4.5088
H: 2.7711 -2.5376 -5.8053
H: 0.8024 -1.9867 -6.6276
H: 1.9457 -0.7450 -7.1342
H: 0.2310 -0.3268 -6.9513
H: 3.4395 -1.4169 -1.0565
S: -5.1600 -0.0509 -1.1281
Sb: -4.0040 1.4878 -2.3306
S: -4.6659 3.5732 -2.6188
S: -2.9967 0.3887 -4.0949
C: -0.6258 -0.2998 2.3821
C: -2.1027 0.0674 2.3386
As: -3.1500 -0.2903 3.9505
C: -3.0110 -2.2453 3.9896
C: -3.2275 -2.9278 5.1832
C: -3.2166 -4.3173 5.2265
C: -3.0065 -5.0432 4.0623
C: -2.8107 -4.3766 2.8631
C: -2.8119 -2.9856 2.8237
C: -1.7704 0.1926 5.2477
C: -1.6063 1.5603 5.4562
C: -0.5935 2.0344 6.2816
C: 0.2532 1.1419 6.9237
C: 0.0921 -0.2228 6.7259
C: -0.9096 -0.6953 5.8855
P: 0.1783 0.0319 0.7495
C: -0.3987 -1.4745 -0.1471
C: 0.3528 -2.6298 -0.3647
C: -0.1785 -3.6918 -1.0819
C: -1.4724 -3.6165 -1.5902
C: -2.2285 -2.4736 -1.3886
C: -1.6924 -1.4037 -0.6775
C: 1.9332 -0.3092 1.1611
C: 2.3432 -1.3680 1.9732
C: 3.6838 -1.5697 2.2705
C: 4.6387 -0.6974 1.7608
C: 4.2438 0.3675 0.9640
C: 2.9012 0.5592 0.6644
H: -0.4671 -1.3415 2.6729
H: -0.1255 0.3161 3.1329
H: -2.6637 -0.4297 1.5461
H: -2.2192 1.1329 2.1360
H: -3.4018 -2.3762 6.1011
H: -3.3790 -4.8254 6.1695
H: -3.0011 -6.1265 4.0915
H: -2.6515 -4.9246 1.9420
H: -2.6579 -2.5053 1.8660
H: -2.2452 2.2752 4.9479
H: -0.4676 3.1035 6.4053
H: 1.0463 1.5078 7.5648
H: 0.7610 -0.9263 7.2079
H: -1.0026 -1.7605 5.7133
H: 1.3722 -2.6859 -0.0061
H: 0.4327 -4.5689 -1.2629
H: -1.8761 -4.4410 -2.1668
H: -3.2288 -2.3579 -1.7891
H: -2.2934 -0.5081 -0.5487
H: 1.6024 -2.0522 2.3726
H: 3.9810 -2.4069 2.8908
H: 5.6885 -0.8531 1.9793
H: 4.9831 1.0449 0.5540
H: 2.6002 1.3713 0.0128



Please write out number 2 again, unchanged.
DFT (ωB97M-V/def2-TZVPD) results for an isolated ion of composition C7H9N2O2 and charge -1.

Its expectation value of S² is 2.01. The spin multiplicity is 3. The net charge is -1. The value obtained for the energy relative to the best compared isomer or geometry (same formula, charge and spin) is 205.8 kJ/mol. Its HOMO energy (spin up / spin down) is -2.72 / -2.77 eV.

CARTESIAN COORDINATES (ANGSTROEM)
C: -1.0523 0.9062 0.0557
C: 0.1798 0.6987 -0.5362
C: 1.9825 -0.9122 -0.6878
C: 3.2164 -1.2696 -0.6216
C: -1.9269 -0.3375 0.7557
C: 0.6397 1.8441 -1.4227
C: -1.1841 -0.7309 2.0495
N: 0.8704 -0.5018 -0.4406
N: -1.8852 -1.1550 -0.3756
O: -2.9539 -1.2145 -1.0249
O: -1.5477 1.9858 0.2902
H: 3.6603 -2.0637 -1.1976
H: 3.7755 -1.1879 0.2863
H: -2.9278 0.0877 0.8041
H: -0.0849 2.6353 -1.5235
H: 0.9256 1.5309 -2.4693
H: 1.4659 2.2631 -0.8774
H: -1.4494 0.0115 2.7720
H: -0.0842 -0.7933 1.7856
H: -1.6198 -1.7970 2.3778



Which formula does entry 5 have? C12H47HgN4O16